Run a
# H80O40

A 40-piece molecular cluster, H80O40 overall (ωB97M-V/def2-TZVPD, the Open Molecules 2025 dataset).

The geometry in ORCA input format:
```
! wB97M-V def2-TZVPD RIJCOSX def2/J DEFGRID3
* xyz 1 2
H 0.64 5.21 -1.84
H 1.45 6.13 -2.60
O 0.57 6.10 -2.21
H -0.82 -0.87 4.13
H 0.56 -1.29 4.50
O -0.32 -1.67 4.31
H -1.15 3.59 -1.09
H -0.04 4.66 -0.75
O -0.95 4.39 -0.56
H 3.83 3.67 2.15
H 3.55 2.25 2.61
O 3.80 2.75 1.83
H 3.66 1.62 4.36
H 4.07 0.17 4.39
O 4.41 1.06 4.52
H -3.24 3.08 -4.97
O -2.39 2.67 -5.17
H 2.27 3.25 -4.80
O 1.75 4.01 -4.53
H 0.50 0.77 -5.37
H -0.31 0.12 -6.35
O 0.39 -0.12 -5.74
H 0.68 2.86 4.75
H 0.92 4.27 4.94
O 0.60 3.52 5.47
H 3.47 -4.90 -3.75
H 2.04 -4.76 -3.37
O 2.92 -4.81 -2.96
H 4.91 0.80 0.92
H 6.24 0.26 1.25
O 5.32 -0.04 1.15
H 5.80 -0.54 -0.99
O 6.33 -1.32 -1.09
H -0.71 -4.55 -1.95
H -1.95 -5.00 -1.44
O -1.61 -4.62 -2.29
H -2.75 5.80 0.98
H -3.16 5.75 2.58
O -2.48 5.69 1.90
H -3.42 1.32 3.07
H -3.93 1.41 4.44
O -4.08 0.93 3.62
H 0.50 -6.23 -0.47
H 2.01 -6.10 0.08
O 1.30 -6.71 -0.19
H -1.72 4.36 4.21
H -0.81 3.67 3.23
O -0.92 4.54 3.68
H -5.91 -1.25 -0.23
H -4.88 -1.26 0.92
O -4.97 -1.40 -0.03
H 0.67 -1.53 -0.16
O -0.08 -1.17 -0.64
H -2.31 -3.63 4.32
H -1.23 -2.74 3.57
O -1.87 -3.47 3.49
H -3.24 2.72 1.78
O -2.47 3.08 2.26
H -1.26 -4.54 -4.21
H -0.84 -3.28 -5.24
O -0.60 -3.97 -4.65
H -2.03 -0.51 -2.93
H -0.77 -0.68 -3.54
O -1.19 -0.03 -2.96
H -3.23 0.98 -0.37
H -2.04 1.48 0.27
O -2.95 1.76 0.14
H -2.42 0.06 5.04
H -3.02 -0.90 5.77
O -2.45 -0.14 5.98
H 1.08 -5.02 2.51
H 0.08 -3.88 2.98
O 0.27 -4.81 3.00
H 1.54 -3.51 -0.03
H 2.03 -3.52 1.35
O 1.34 -3.09 0.83
H -1.86 0.25 -4.58
H -2.93 0.52 -5.41
O -2.25 -0.17 -5.37
H -0.88 -3.14 0.69
H -1.40 -2.93 -0.73
O -1.31 -3.60 -0.06
H 0.56 1.58 1.43
H -0.05 1.92 0.01
O 0.40 1.23 0.54
H -3.40 -3.00 -2.68
H -2.59 -2.00 -1.80
O -2.65 -2.41 -2.65
H -1.31 0.13 3.26
O -0.74 0.89 3.18
H 2.29 0.93 -0.81
H 2.48 2.34 -0.28
O 2.61 1.81 -1.06
H -0.13 -0.20 -0.57
H -1.65 3.27 -5.16
H -2.42 4.09 2.17
H 2.46 4.49 -4.09
H 6.82 -1.42 -0.28
H -1.09 1.22 2.33
O -3.55 5.39 -0.64
H -2.95 6.14 -0.82
H -2.85 4.70 -0.62
O 2.67 0.19 1.82
H 3.39 -0.01 2.42
H 2.37 -0.62 1.36
O 2.98 -2.09 -5.87
H 2.09 -2.02 -6.26
H 2.45 -2.44 -5.12
O 1.78 1.00 -3.58
H 2.22 1.05 -2.72
H 1.96 0.06 -3.79
O 2.82 -2.56 4.39
H 3.50 -3.17 4.71
H 1.93 -2.89 4.53
O -3.18 -1.34 2.50
H -3.39 -0.74 1.76
H -3.23 -2.00 1.77
O 1.00 -2.81 -2.35
H 0.39 -2.47 -2.99
H 1.63 -2.07 -2.35
*
```

Computed properties:
<S²>   0.76
Orbital gap (spin up / spin down)   7.69 / 1.60 eV
HOMO level (spin up / spin down)   -12.13 / -12.13 eV

Run b
# H80O40

A 40-piece molecular cluster, H80O40 overall (ωB97M-V/def2-TZVPD, the Open Molecules 2025 dataset).

The geometry in ORCA input format:
```
! wB97M-V def2-TZVPD RIJCOSX def2/J DEFGRID3
* xyz 1 2
H -2.89 -2.63 4.06
H -1.79 -1.85 4.57
O -2.67 -2.04 4.67
H 4.88 0.94 -2.68
H 4.38 1.45 -1.35
O 4.12 1.64 -2.31
H 2.85 -3.12 1.43
H 1.77 -4.13 1.79
O 2.60 -3.68 2.03
H 1.54 2.15 -3.30
H 0.61 2.34 -2.16
O 1.45 2.11 -2.28
H -0.68 -2.76 -1.34
H 0.25 -2.80 -2.54
O -0.65 -2.70 -2.29
H 3.99 -1.61 2.51
O 3.36 -0.89 2.33
H -2.49 1.78 1.73
O -2.06 2.67 1.23
H -4.88 -1.42 -0.54
H -5.76 -2.45 -0.62
O -5.60 -1.78 0.04
H 2.85 5.34 1.54
H 1.53 5.71 1.04
O 1.96 5.92 1.92
H -0.52 -0.71 -4.44
H -1.28 0.55 -4.50
O -1.30 -0.27 -4.99
H -3.76 5.37 -0.04
H -2.85 4.65 -1.04
O -3.74 4.89 -1.03
H 1.23 -3.43 -4.37
O 1.59 -3.57 -3.51
H 0.07 -1.73 0.58
H -0.84 -2.87 0.96
O -0.23 -2.68 0.39
H -1.74 0.25 2.75
H -1.51 0.23 1.18
O -2.23 0.32 1.77
H -3.94 -4.18 2.28
H -4.25 -2.51 2.21
O -3.59 -3.25 2.41
H 2.43 4.52 -1.05
H 3.28 4.37 -2.27
O 2.52 4.87 -2.02
H 3.20 3.01 4.35
H 3.51 1.53 4.28
O 3.39 2.21 3.93
H 6.20 -1.76 0.85
H 5.72 -0.41 1.10
O 6.14 -1.02 1.50
H -0.95 4.35 2.45
O -0.28 3.64 2.71
H -5.09 1.09 1.77
H -4.93 0.58 3.23
O -5.62 1.07 2.52
H -1.10 1.38 4.34
O -0.59 1.04 3.65
H 0.25 -0.45 4.25
H 1.52 -1.19 3.54
O 0.81 -1.22 4.16
H -0.89 3.12 -0.83
H -0.18 4.50 -1.28
O -0.92 3.85 -1.45
H -2.70 -1.38 -2.22
H -1.90 -1.64 -0.93
O -2.70 -1.07 -1.33
H 2.97 -5.48 -0.73
H 2.47 -4.62 -1.66
O 2.77 -5.63 -1.64
H -4.82 -4.84 0.42
H -3.71 -3.82 0.11
O -3.86 -4.67 0.49
H 1.02 1.53 0.66
H 1.77 1.98 2.02
O 1.19 2.29 1.17
H 4.86 1.82 1.85
H 3.27 2.22 1.56
O 3.98 1.49 1.50
H 4.31 3.82 -0.69
H 5.58 3.98 -1.47
O 4.85 4.35 -1.23
H -2.58 3.10 -3.09
H -3.74 3.23 -3.95
O -2.80 3.24 -3.97
H -1.95 3.77 3.80
H -3.21 3.04 3.06
O -2.97 3.76 3.57
H 4.17 0.60 -4.51
O 3.94 -0.27 -4.21
H 3.27 -1.51 -1.58
H 2.88 -3.05 -1.53
O 2.73 -2.05 -1.07
H -0.20 3.10 1.87
H 3.75 -0.07 2.47
H -0.16 1.57 2.88
H -2.88 3.05 1.07
H 1.09 -4.24 -2.91
H 3.82 -0.31 -3.30
O -3.97 -3.54 -1.82
H -4.07 -4.39 -2.06
H -3.07 -3.36 -2.04
O -0.41 -0.06 -0.21
H -1.14 0.52 -0.51
H 0.04 -0.34 -1.09
O -3.25 1.68 -1.81
H -3.55 0.93 -1.33
H -4.01 2.33 -1.85
O 2.74 -0.03 5.44
H 1.92 0.19 5.89
H 2.53 -0.91 4.95
O -1.66 -3.47 -4.75
H -1.23 -2.77 -5.36
H -1.78 -3.04 -3.96
O -1.52 -5.37 -2.29
H -2.02 -6.04 -1.69
H -1.71 -5.87 -3.12
O 0.90 -0.32 -2.85
H 1.87 -0.50 -2.94
H 0.65 -1.23 -2.94
*
```

Computed properties:
<S²>   0.76
Orbital gap (spin up / spin down)   8.98 / 2.53 eV
HOMO level (spin up / spin down)   -12.65 / -12.65 eV

Run c
# H80O40

A 40-piece molecular cluster, H80O40 overall (ωB97M-V/def2-TZVPD, the Open Molecules 2025 dataset).

The geometry in ORCA input format:
```
! wB97M-V def2-TZVPD RIJCOSX def2/J DEFGRID3
* xyz 1 2
H -2.40 -0.65 1.66
H -3.90 -0.74 2.35
O -3.22 -1.13 1.78
H 0.38 -5.75 -1.78
H 1.62 -5.82 -1.12
O 1.27 -6.06 -2.01
H -0.08 1.67 1.64
H 1.39 1.49 1.67
O 0.63 1.22 1.09
H -1.19 -3.15 3.07
H -2.67 -2.65 2.75
O -2.13 -3.26 3.28
H -3.57 5.12 -1.99
H -4.09 4.39 -0.93
O -3.87 5.33 -1.09
H -0.64 -5.14 -4.26
O -1.57 -5.05 -3.99
H 2.37 1.50 3.77
O 2.66 1.92 2.93
H 3.48 -1.42 -0.90
H 3.80 -0.71 0.46
O 3.30 -1.45 0.05
H 1.20 -2.90 3.14
H 0.65 -2.12 1.96
O 0.47 -2.31 2.90
H -2.89 -0.97 -2.95
H -1.40 -0.75 -3.00
O -2.21 -0.51 -3.48
H 2.95 1.66 5.48
H 1.74 0.70 5.52
O 1.99 1.64 5.52
H -1.43 3.59 2.81
O -1.39 4.56 2.84
H -4.37 1.94 2.60
H -4.30 1.42 4.07
O -4.32 1.14 3.16
H 0.58 -1.27 4.29
H 1.64 -1.62 5.36
O 1.11 -0.89 5.03
H 4.64 1.36 0.65
H 3.50 0.95 1.73
O 4.30 0.66 1.23
H -1.30 0.77 3.20
H -2.66 1.42 2.45
O -1.68 1.34 2.51
H -0.02 1.83 -1.30
H -1.19 0.81 -1.37
O -0.89 1.77 -1.72
H 3.97 2.97 -0.72
H 3.93 3.74 0.54
O 4.44 3.04 0.12
H 4.09 -0.66 4.17
O 4.08 0.06 4.82
H -2.47 -4.63 -0.06
H -1.85 -4.08 1.21
O -1.76 -4.80 0.57
H 1.47 5.13 1.32
O 1.34 5.48 0.40
H -3.80 1.77 -1.28
H -2.37 2.25 -1.18
O -3.28 2.50 -0.90
H -1.72 -4.03 -2.76
H -1.14 -2.84 -2.11
O -1.88 -3.45 -1.95
H 1.37 -1.85 -2.86
H 0.37 -3.20 -3.04
O 0.62 -2.38 -2.59
H 1.35 3.34 -0.32
H 1.99 4.20 -1.37
O 2.05 3.30 -0.99
H -0.72 -1.13 -0.47
H -0.45 0.15 0.37
O -1.10 -0.24 -0.26
H 2.68 -3.41 1.59
H 3.89 -3.88 2.35
O 2.95 -3.69 2.48
H -4.40 -2.21 -2.04
H -3.78 -3.30 -2.87
O -4.54 -2.69 -2.87
H 1.75 -1.84 0.07
H 0.59 -2.76 -0.39
O 0.78 -2.03 0.23
H -3.34 2.77 0.80
H -4.20 4.01 1.10
O -3.79 3.26 1.53
H -4.79 -0.79 -0.39
H -3.25 -0.86 -0.33
O -3.99 -0.54 -0.86
H 1.87 4.68 3.63
O 1.28 4.47 2.90
H -2.08 5.19 -0.41
H -2.35 6.41 0.42
O -1.69 5.71 0.32
H 4.77 0.55 4.32
H -1.90 -4.44 -4.68
H 0.44 5.84 0.46
H 2.25 2.81 2.93
H -1.38 5.01 1.97
H 0.29 4.43 3.09
O 1.64 0.92 -1.64
H 2.02 1.85 -1.55
H 1.54 0.83 -0.66
O 0.70 1.90 -4.38
H 0.87 1.57 -3.49
H -0.19 1.65 -4.65
O 3.85 0.08 -2.92
H 3.94 0.45 -3.82
H 2.97 0.15 -2.54
O 1.54 -4.58 -4.33
H 1.61 -5.43 -3.87
H 2.47 -4.37 -4.44
O 0.86 -4.86 0.24
H -0.11 -4.96 0.36
H 1.12 -4.95 1.17
O 3.58 1.61 -5.19
H 3.60 2.57 -5.22
H 2.65 1.43 -5.42
O -2.24 -2.69 -4.97
H -2.11 -1.77 -4.64
H -3.18 -2.60 -5.16
*
```

Computed properties:
<S²>   0.76
Orbital gap (spin up / spin down)   9.90 / 2.42 eV
HOMO level (spin up / spin down)   -12.78 / -12.78 eV

Run d
# H80O40

A 40-piece molecular cluster, H80O40 overall (ωB97M-V/def2-TZVPD, the Open Molecules 2025 dataset).

The geometry in ORCA input format:
```
! wB97M-V def2-TZVPD RIJCOSX def2/J DEFGRID3
* xyz 1 2
H -1.85 0.75 0.12
H -3.32 0.85 0.73
O -2.76 0.56 -0.02
H -5.63 1.68 2.48
H -5.18 1.69 0.89
O -5.54 2.14 1.65
H 1.02 2.17 3.36
H 2.30 2.17 2.52
O 1.47 1.69 2.63
H -1.69 -5.95 0.66
H -3.04 -5.42 1.23
O -2.40 -6.13 1.31
H 5.56 1.02 1.58
H 5.19 2.42 2.49
O 5.15 1.50 2.31
H 0.29 0.41 -0.46
O 0.05 0.27 0.46
H 4.87 4.06 1.47
O 4.71 3.70 0.61
H 2.50 -2.45 -2.95
H 3.70 -2.05 -2.13
O 3.34 -2.78 -2.64
H -1.21 -3.08 2.42
H -0.99 -1.62 2.89
O -0.55 -2.42 2.60
H 0.03 -3.87 3.40
H -0.38 -5.43 3.65
O -0.29 -4.57 4.02
H -0.57 0.18 -3.15
H -1.74 0.70 -2.19
O -0.78 0.77 -2.38
H 0.55 -1.40 -2.61
O 0.57 -1.08 -3.52
H -1.84 -1.68 -1.48
H -2.69 -2.00 -2.87
O -1.84 -2.01 -2.39
H 0.35 3.87 -2.52
H -0.40 2.58 -3.20
O -0.27 3.52 -3.18
H -6.02 -0.93 -1.67
H -7.03 -0.17 -0.70
O -6.37 -0.11 -1.38
H 1.39 -6.24 -0.95
H -0.03 -6.15 -1.26
O 0.61 -5.72 -0.70
H 2.47 -0.22 -2.81
H 2.83 -0.77 -1.34
O 2.61 -0.01 -1.89
H -2.79 1.79 -6.18
H -1.98 2.79 -5.27
O -2.25 1.87 -5.37
H 4.42 1.20 -0.31
O 5.03 1.68 -0.86
H 0.14 2.26 -0.06
H -0.90 2.59 -1.12
O -0.75 2.55 -0.14
H 1.43 -2.96 6.12
O 0.77 -2.23 6.27
H 4.10 -0.81 0.74
H 2.96 -0.52 1.66
O 3.27 -0.26 0.80
H -3.70 -2.00 -3.86
H -3.85 -1.83 -5.34
O -3.45 -2.44 -4.68
H -0.91 4.17 -4.44
H -2.45 4.48 -4.82
O -1.54 4.50 -5.15
H 1.78 5.17 1.37
H 1.04 3.74 1.64
O 1.38 4.57 2.01
H 4.26 -3.32 2.49
H 5.68 -3.60 2.03
O 4.81 -4.02 2.09
H -3.00 0.61 -4.41
H -3.65 0.74 -2.95
O -3.48 0.17 -3.71
H 1.94 0.01 3.17
H 1.70 -1.41 3.88
O 2.30 -0.71 3.67
H 5.45 -0.81 -2.20
H 5.85 0.39 -2.92
O 5.99 -0.59 -2.96
H 0.74 -3.36 0.02
H 1.10 -1.92 0.28
O 1.48 -2.75 -0.02
H -5.01 3.30 -1.70
H -5.04 1.71 -1.60
O -4.66 2.49 -2.02
H -3.51 -3.04 5.15
O -3.47 -2.64 4.25
H 1.72 2.66 -2.35
H 2.76 3.69 -2.54
O 1.99 3.49 -1.94
H 4.74 2.57 -0.70
H 0.25 0.81 1.22
H -0.02 -2.59 5.88
H 4.35 4.43 0.09
H -0.15 -1.48 -4.05
H -4.14 -1.98 4.45
O -0.91 6.41 1.94
H 0.01 6.18 1.78
H -1.29 5.54 2.16
O -2.89 -2.96 1.18
H -3.82 -3.17 1.01
H -3.04 -1.99 1.42
O 4.94 -2.09 0.17
H 4.56 -2.87 0.57
H 5.83 -2.23 -0.10
O -2.35 4.24 1.64
H -1.81 3.60 1.19
H -3.07 4.41 1.01
O -0.20 0.56 5.62
H 0.63 0.01 5.41
H -0.14 1.08 4.83
O -2.80 2.26 2.96
H -2.14 1.82 2.35
H -2.23 2.41 3.76
O 0.48 -3.65 -2.79
H 0.75 -3.95 -3.67
H -0.37 -3.22 -3.09
*
```

Computed properties:
<S²>   0.76
Orbital gap (spin up / spin down)   8.13 / 1.89 eV
HOMO level (spin up / spin down)   -11.98 / -11.98 eV

Of all the structures shown, which is most stable? run c, and run b is the least stable.